The following is a quantum chemistry calculation of a molecular structure, C4H10S in a non-equilibrium geometry, from OMol25.

The charge is 0. The value obtained for the maximum force is 2.9 eV Å⁻¹. The calculation puts the orbital gap at 5.87 eV. For the energy above the lowest of the compared OMol25 structures with the same formula, charge and spin, the calculation gives 99.3 kcal per mole. As for the HOMO energy: -6.7 eV. As for the spin multiplicity: 1. As for the LUMO energy: -0.031 Eh.

CARTESIAN COORDINATES (ANGSTROEM)
C  1.73  0.82  -1.01
C  1.22  -0.39  1.17
C  1.70  -0.41  -0.16
S  -1.45  0.52  0.02
C  -3.12  -0.22  0.12
H  0.69  1.17  -1.06
H  2.17  0.69  -1.99
H  2.37  1.57  -0.55
H  0.85  0.53  1.58
H  1.60  -1.14  1.84
H  0.48  -0.79  0.18
H  2.20  -1.31  -0.49
H  -3.34  -0.78  -0.77
H  -3.88  0.57  0.10
H  -3.21  -0.83  1.02